Entry 1:
18
Properties=species:S:1:pos:R:3:forces:R:3 method="wB97M-V/def2-TZVPD" lumo_energy_ev=0.54 energy_ev=-27486.9039 fmax_ha_per_bohr=0.01333 smiles=CNCCCSS relative_energy_ev=0.362 homo_ev=-8.940 homo_lumo_gap_ev=9.48
H -1.433378 -0.556624 -0.719641 -0.19 -0.12 0.05
H 0.796215 -1.020244 -0.283750 0.16 -0.02 0.06
H 0.386556 -1.322736 1.406035 -0.05 -0.08 0.03
H 1.377513 0.870398 1.120364 -0.04 0.03 0.12
H -0.713716 -2.943822 -0.608087 -0.13 0.00 -0.15
H -2.475240 -2.649392 -0.374260 -0.04 -0.02 -0.18
N -1.266488 -1.022117 0.167375 0.17 0.21 -0.17
H -0.241697 0.997428 1.771722 -0.20 0.07 -0.11
H 0.129912 2.748679 0.074545 0.01 0.03 0.06
H -1.012103 1.624336 -0.614044 0.02 -0.05 -0.08
H 2.935859 3.351705 -1.313668 -0.20 -0.10 -0.03
C 0.017756 1.719006 -0.259559 -0.21 0.04 0.18
S 1.057285 1.514354 -1.737484 -0.11 0.06 -0.04
C 0.118301 -0.730879 0.530176 -0.23 0.27 -0.04
C 0.318303 0.742093 0.871532 0.64 -0.18 -0.16
H -1.422208 -2.900844 1.002791 -0.02 -0.11 -0.02
C -1.479118 -2.452164 0.008709 0.16 0.02 0.44
S 2.906248 2.030822 -1.042755 0.25 -0.04 0.06

***

Entry 2:
18
Properties=species:S:1:pos:R:3:forces:R:3 method="wB97M-V/def2-TZVPD" lumo_energy_ev=0.73 energy_ev=-27486.2052 fmax_ha_per_bohr=0.00555 smiles="C=CN.CSSC" relative_energy_ev=1.060 homo_ev=-7.648 homo_lumo_gap_ev=8.38
H -2.510900 2.447013 -1.966769 0.02 0.00 0.05
H 0.204853 1.408625 -2.298097 0.03 -0.04 0.02
H -0.556980 0.997365 1.156523 -0.10 0.05 -0.08
H 0.881814 1.798908 0.490949 -0.09 0.06 0.02
H 1.185993 -3.846428 2.727926 0.03 -0.05 0.00
H 2.575866 -2.793466 2.337341 0.02 -0.02 0.05
C -0.845880 1.270269 -2.068958 0.02 0.10 0.02
S 1.305852 -0.484273 0.771978 0.07 0.09 -0.09
H 0.827709 1.381859 2.219988 0.01 0.03 0.05
N -1.517029 2.462647 -1.795932 0.11 0.00 -0.03
C -1.367405 0.051451 -2.005239 -0.07 0.14 -0.06
C 1.561287 -3.071933 2.063647 -0.10 0.26 0.02
H 1.534281 -3.422194 1.037065 0.02 -0.15 -0.07
H -1.076911 3.282010 -2.179636 -0.09 0.03 -0.03
H -2.412831 -0.082423 -1.757785 -0.03 -0.14 -0.01
C 0.522948 1.076981 1.222374 0.20 -0.14 -0.01
H -0.752725 -0.811920 -2.196109 -0.01 -0.07 0.05
S 0.440056 -1.664492 2.240740 -0.04 -0.14 0.11

***

Entry 3:
18
Properties=species:S:1:pos:R:3:forces:R:3 method="wB97M-V/def2-TZVPD" lumo_energy_ev=0.53 energy_ev=-27486.3589 fmax_ha_per_bohr=0.03840 smiles=CCSSCCN relative_energy_ev=0.907 homo_ev=-8.590 homo_lumo_gap_ev=9.12
H -0.686229 3.094266 1.397145 0.38 -0.76 -0.14
H -0.235037 -1.672579 0.106708 -0.56 -0.23 0.31
H 2.664683 -1.296713 -0.272607 0.92 -0.66 0.73
C 0.700108 -2.008474 -0.321299 -0.14 1.22 -0.18
H -0.799515 0.624086 1.320275 0.59 -0.60 -0.76
H 1.829115 -0.994771 1.368758 0.02 -0.52 -0.73
H -0.357037 -2.240313 -2.055988 0.24 -0.08 0.06
H 0.748577 -1.067734 -2.206004 -0.07 -0.88 0.66
C -1.503539 2.491965 0.973381 -0.16 1.45 0.60
H 0.910634 -3.041568 -0.019437 0.06 0.35 0.28
C 1.768229 -1.038739 0.266187 -0.03 0.17 -1.26
C -1.160722 1.137305 0.421110 -0.30 0.08 0.62
H -1.924718 3.204407 0.284352 -0.50 -0.07 -0.65
H -2.048079 0.588262 0.100613 -0.21 0.17 0.12
N 0.600394 -2.010456 -1.798986 0.47 0.69 -0.18
H -2.204184 2.397111 1.807605 -0.14 -0.15 -0.11
S -0.132973 1.094085 -1.068135 1.35 -0.06 1.00
S 1.830291 0.739859 -0.303678 -1.93 -0.12 -0.39